(1)
19
Properties=species:S:1:pos:R:3:forces:R:3 method="wB97M-V/def2-TZVPD" smiles="CC1(C)CS1(=O)=O.N" de_lowest_kj_mol=318.0 lumo_ev=0.617 multiplicity=1 max_force_ha_per_bohr=0.0902 total_energy_ev=-20744.007 homo_energy_ev=-10.0
C 0.006 -1.331 -0.657 -3.186 2.601 2.140
C 0.657 -0.001 -0.418 0.499 -0.145 -0.945
C 0.182 1.033 -1.378 -0.415 1.211 1.136
C 0.895 0.453 1.085 -1.150 -1.358 0.847
S 2.331 -0.011 0.183 0.748 -0.990 1.221
O 3.146 1.121 -0.165 -0.279 0.396 -0.301
O 3.033 -1.251 0.522 -1.402 0.985 -0.546
H -1.117 -1.143 -0.610 1.387 -0.215 -0.269
H 0.127 -2.005 0.114 0.812 -1.708 1.445
H 0.098 -1.725 -1.584 1.107 -1.195 -2.877
H 0.797 1.906 -1.130 -0.160 0.157 -1.121
H -0.853 1.312 -1.091 0.361 -0.153 0.107
H 0.078 0.718 -2.407 0.714 0.053 -0.315
H 0.295 -0.300 1.657 1.195 0.600 0.122
H 0.778 1.466 1.523 0.121 -0.507 -1.003
N -2.482 -0.189 1.208 -1.279 -0.568 1.719
H -2.325 0.764 1.443 0.185 0.714 -0.057
H -3.476 -0.403 1.407 1.108 0.070 -0.624
H -2.168 -0.412 0.297 -0.366 0.052 -0.680

***

(2)
27
Properties=species:S:1:pos:R:3:forces:R:3 method="wB97M-V/def2-TZVPD" smiles=CC(C)O.O.O.O.O.O de_lowest_kj_mol=10.2 lumo_ev=0.123 multiplicity=1 max_force_ha_per_bohr=0.0059 total_energy_ev=-15688.474 homo_energy_ev=-10.5
C -0.761 3.182 -1.048 -0.124 0.113 0.227
C -0.364 1.766 -0.675 -0.249 0.144 0.003
C 0.452 1.108 -1.766 0.116 -0.104 0.047
O 0.327 1.728 0.583 0.091 0.065 -0.181
H -1.238 3.670 -0.196 -0.001 0.000 -0.056
H -1.474 3.175 -1.875 0.080 0.007 -0.029
H 0.107 3.777 -1.345 0.007 -0.043 -0.007
H -1.279 1.199 -0.481 0.059 -0.090 0.003
H 0.808 0.125 -1.456 0.017 -0.044 -0.064
H 1.320 1.731 -1.996 0.039 -0.059 -0.051
H -0.132 0.993 -2.680 -0.012 0.029 -0.027
H 1.095 2.309 0.529 0.003 -0.031 0.019
O 2.287 -1.527 3.345 0.056 0.051 -0.057
H 1.753 -1.373 2.549 -0.072 -0.062 0.089
H 3.200 -1.437 3.061 -0.002 -0.027 -0.006
O 0.310 -0.982 1.313 0.237 -0.097 -0.164
H 0.056 -1.572 0.591 -0.099 -0.035 0.115
H 0.525 -0.127 0.902 -0.120 0.118 0.229
O 1.417 -3.013 -1.724 -0.008 0.026 0.057
H 0.577 -3.121 -1.260 -0.033 0.039 -0.126
H 1.312 -3.506 -2.542 0.014 -0.005 0.008
O -2.023 -0.569 2.974 -0.002 -0.040 -0.066
H -2.004 0.392 2.946 0.016 -0.001 0.045
H -1.178 -0.830 2.571 -0.075 0.089 -0.022
O -1.321 -2.440 -0.703 0.029 -0.059 -0.105
H -2.077 -2.994 -0.479 0.029 0.027 0.130
H -1.693 -1.665 -1.138 0.002 -0.012 -0.008

***

(3)
8
Properties=species:S:1:pos:R:3:forces:R:3 method="wB97M-V/def2-TZVPD" de_lowest_kj_mol=202.0 lumo_ev=3.598 multiplicity=1 max_force_ha_per_bohr=0.0579 total_energy_ev=-20545.725 homo_energy_ev=-3.9 total_charge=-1
N -2.729 0.197 0.424 -0.489 0.969 -1.348
O 0.628 0.132 -0.995 -2.337 -1.749 0.235
O 2.154 -0.917 0.988 -0.900 -0.087 2.323
O -1.508 -0.143 0.528 -0.192 -0.082 -0.769
O -3.086 0.794 -0.632 1.080 -1.227 1.691
S 1.826 0.393 0.006 0.234 0.924 0.569
H -0.416 -0.114 -0.576 1.960 1.469 0.199
H 1.778 -0.774 1.945 0.644 -0.216 -2.901